No. 1
{
  "formula": "C4H7NOS",
  "method": "ωB97M-V/def2-TZVPD",
  "elements": ["S", "O", "N", "C", "C", "C", "C", "H", "H", "H", "H", "H", "H", "H"],
  "positions_angstrom": [[-1.46801, -1.26569, -0.00043], [-0.27951, 1.04737, -0.00228], [1.11575, -0.69019, -0.02293], [-1.59054, 1.71238, -0.00564], [2.13449, 0.13859, -0.73601], [2.08979, 0.08307, 0.74989], [-0.22340, -0.24292, -0.01780], [-2.15006, 1.33999, -0.82350], [2.81823, -0.42638, -1.30521], [2.82118, -0.50595, 1.31809], [1.75626, 0.97910, 1.28467], [1.69767, 1.03886, -1.18465], [-2.06420, 1.37213, 0.91892], [-1.42717, 2.75892, 0.03467]],
  "atomic_forces_ev_per_a": [[-0.5839, -0.4761, -0.0401], [-0.9566, 2.5810, -0.2806], [0.5621, -0.5581, -0.0096], [0.9790, -1.7723, 1.6176], [-1.7216, 0.8551, 0.9602], [0.5108, 0.2547, 0.1950], [0.8569, -0.8133, 0.0546], [-0.5606, -0.0354, -0.9105], [0.6885, -0.5112, -0.4654], [-0.3818, 0.0833, -0.4079], [-0.0219, -0.3188, -0.3573], [0.5514, -0.3151, 0.0949], [-0.2587, 0.2047, -0.1586], [0.3362, 0.8215, -0.2921]],
  "nbo_charge": [-0.0981, -0.5085, -0.4666, -0.2522, -0.2451, -0.2444, 0.3735, 0.2080, 0.2116, 0.2101, 0.2050, 0.2058, 0.2029, 0.1981],
  "gap_ev": 9.5,
  "smiles": "COC(=S)N1CC1",
  "de_lowest_kcal_mol": 51.9,
  "total_energy_ha": -684.72440,
  "homo_ev": -8.6076
}

No. 2
{
  "formula": "C4H7NOS",
  "method": "ωB97M-V/def2-TZVPD",
  "elements": ["S", "O", "N", "C", "C", "C", "C", "H", "H", "H", "H", "H", "H", "H"],
  "positions_angstrom": [[0.64304, 0.41486, 2.14472], [1.23644, 3.92477, 0.54738], [0.41630, 0.00500, 0.64153], [-0.62678, -1.23844, -1.12811], [0.68806, 2.75832, 0.89263], [1.14507, 2.03285, 1.94097], [-0.12211, -1.27843, 0.31159], [-1.41604, -0.49771, -1.23251], [-0.93332, -1.58370, 0.99358], [0.67654, -2.03234, 0.39423], [0.18726, -0.96791, -1.79706], [0.65173, 4.38274, -0.07280], [-1.01318, -2.21294, -1.41969], [1.62796, 2.46035, 2.81692]],
  "atomic_forces_ev_per_a": [[0.1149, -0.2083, 0.2257], [-0.0344, -0.3703, -0.1750], [0.2837, 0.4670, -0.5620], [0.0616, -0.1188, 0.2285], [0.3067, 0.4653, 0.1491], [-0.3568, 0.1546, 0.2054], [-0.3155, -0.4968, 0.0304], [-0.0559, 0.0389, -0.0041], [0.1279, -0.0171, -0.1185], [-0.1170, 0.0339, 0.0318], [0.0333, 0.0231, -0.0376], [0.0004, -0.0760, 0.2209], [-0.0521, -0.0659, -0.0574], [0.0033, 0.1704, -0.1370]],
  "nbo_charge": [0.7407, -0.6580, -0.6486, -0.5973, 0.3286, -0.6409, -0.2604, 0.2102, 0.1775, 0.1949, 0.2120, 0.4983, 0.2050, 0.2381],
  "gap_ev": [6.7, 8.4],
  "de_lowest_kcal_mol": 111.4,
  "total_energy_ha": -684.62952,
  "homo_ev": [-7.3977, -8.6551]
}

No. 3
{
  "formula": "C4H7NOS",
  "method": "ωB97M-V/def2-TZVPD",
  "elements": ["S", "O", "N", "C", "C", "C", "C", "H", "H", "H", "H", "H", "H", "H"],
  "positions_angstrom": [[-0.48907, -1.42733, 0.11751], [1.35469, 0.21079, -0.97068], [-1.63363, 2.41201, 0.78394], [-0.83837, 1.60085, 0.59643], [-1.61307, -0.73995, -1.09787], [0.85797, -0.27693, 0.19054], [1.71511, -0.14566, 1.38792], [-1.31952, -0.71566, -2.16115], [1.28580, -0.73778, 2.09901], [2.78150, -0.16786, 1.11929], [-2.60952, -1.21974, -1.29328], [-1.67990, 0.27880, -0.76262], [0.67701, 0.04949, -1.63158], [1.51101, 0.87895, 1.62254]],
  "atomic_forces_ev_per_a": [[0.6282, -0.3780, 0.4565], [-0.5750, -0.6928, 2.2826], [-0.7578, 0.7320, 0.1752], [1.4906, -1.0427, -0.1929], [-0.4263, -0.0455, -1.8695], [-1.0444, 0.6372, -2.6412], [0.4123, 1.5918, -2.8597], [0.9141, -0.0977, 0.3737], [-0.2763, -1.7225, 2.2933], [-0.4104, -0.6494, 0.3227], [0.8983, 0.0155, 1.4808], [-0.6529, 0.7273, 0.1863], [-0.1536, 0.1681, -0.6121], [-0.0467, 0.7566, 0.6043]],
  "nbo_charge": [0.3628, -0.6230, -0.5522, -0.1687, -0.8254, 0.4418, -0.7309, 0.2190, 0.2480, 0.2595, 0.2799, 0.2808, 0.5021, 0.3063],
  "gap_ev": [8.3, 8.3],
  "de_lowest_kcal_mol": 90.3,
  "total_energy_ha": -684.66321,
  "homo_ev": [-9.2764, -9.2760]
}